[1]
{"formula": "C4H3NO2", "method": "ωB97M-V with the def2-TZVPD basis set", "elements": ["O", "C", "C", "N", "C", "C", "O", "H", "H", "H"], "xyz": [[2.5570, 0.4550, 0.2187], [1.8653, -0.4584, -0.4385], [0.4422, -0.2623, -0.2185], [-0.4901, -1.0086, -0.7435], [-1.6672, -0.4800, -0.2832], [-1.3879, 0.5861, 0.5160], [-0.0546, 0.7396, 0.5689], [3.4247, 0.1471, -0.0818], [-2.6280, -0.8959, -0.5537], [-1.9871, 1.2859, 1.0797]], "mulliken_charge": [-0.284, -0.919, 0.988, -0.461, -0.265, -0.080, -0.266, 0.523, 0.363, 0.401], "lumo_ev": -0.4, "e_homo_ev": -9.100, "gap_ev": 8.7, "largest_force_ev_per_a": 1.1}

[2]
{"formula": "H12O6", "method": "ωB97M-V with the def2-TZVPD basis set", "elements": ["O", "H", "H", "O", "H", "H", "O", "H", "H", "O", "H", "H", "O", "H", "H", "O", "H", "H"], "xyz": [[0.6683, 0.7559, -0.6124], [0.1361, 0.3750, -1.2717], [0.0184, 0.9423, 0.0233], [-1.3183, -0.3577, -2.0734], [-2.2438, -0.5410, -1.9263], [-1.1617, -0.5719, -2.9821], [-1.0280, 2.0989, 1.5824], [-0.5900, 2.4175, 2.3512], [-1.9219, 2.3562, 1.7039], [-0.6207, -0.4795, 2.2386], [0.2738, -0.2370, 2.4054], [-1.0563, 0.3640, 2.1452], [-0.2045, -2.6565, -0.2748], [0.5430, -2.4099, 0.3238], [-0.5571, -1.8578, -0.6945], [3.3298, -0.1639, -0.7145], [2.4525, 0.2614, -0.5673], [3.2804, -0.2959, -1.6566]], "mulliken_charge": [-0.628, 0.350, 0.284, -0.637, 0.284, 0.271, -0.670, 0.314, 0.302, -0.619, 0.288, 0.378, -0.640, 0.314, 0.362, -0.638, 0.411, 0.275], "lumo_ev": 0.1, "e_homo_ev": -10.476, "smiles": "O.O.O.O.O.O", "gap_ev": 10.5, "largest_force_ev_per_a": 2.3}

[3]
{"formula": "C26H24CrN7O6", "method": "ωB97M-V with the def2-TZVPD basis set", "elements": ["Cr", "O", "C", "C", "C", "C", "C", "C", "C", "N", "C", "C", "N", "C", "C", "C", "C", "C", "C", "C", "O", "H", "H", "H", "H", "H", "H", "H", "H", "H", "H", "H", "H", "H", "H", "C", "C", "N", "C", "C", "N", "C", "O", "O", "C", "O", "O", "H", "H", "H", "H", "H", "N", "C", "C", "N", "C", "C", "N", "H", "H", "H", "H", "H"], "xyz": [[0.3032, -0.8666, 0.1120], [1.9514, -0.6881, 1.1462], [3.0979, -0.3044, 0.6738], [3.9942, 0.4062, 1.5078], [5.2078, 0.8407, 1.0372], [5.6266, 0.5651, -0.2731], [4.8023, -0.1731, -1.0846], [3.5370, -0.5986, -0.6450], [2.7728, -1.5154, -1.4443], [1.5273, -1.7506, -1.2569], [0.9001, -2.9361, -1.8223], [0.4189, -3.7651, -0.6263], [-0.0623, -2.8644, 0.4288], [-0.5775, -3.3935, 1.4722], [-1.0458, -2.6823, 2.6308], [-1.5476, -3.4298, 3.7071], [-1.9999, -2.8221, 4.8533], [-1.9539, -1.4264, 4.9350], [-1.4640, -0.6669, 3.8991], [-0.9940, -1.2692, 2.7133], [-0.5481, -0.5105, 1.7561], [3.6783, 0.6059, 2.5232], [5.8600, 1.4009, 1.6963], [6.5886, 0.9088, -0.6250], [5.1171, -0.4370, -2.0883], [3.3096, -2.0925, -2.2024], [1.6043, -3.5033, -2.4364], [0.0479, -2.6288, -2.4240], [1.2530, -4.3496, -0.2270], [-0.3751, -4.4509, -0.9294], [-0.6647, -4.4830, 1.5171], [-1.5712, -4.5103, 3.6183], [-2.3824, -3.4082, 5.6768], [-2.3078, -0.9331, 5.8317], [-1.4241, 0.4121, 3.9614], [-3.1321, 3.0410, 1.5303], [-3.1177, 2.2606, 0.2649], [-2.3644, 1.2155, 0.0274], [-2.6595, 0.8099, -1.2442], [-3.6215, 1.6368, -1.7882], [-3.8924, 2.5508, -0.8083], [-4.3508, 1.7888, -3.0766], [-4.1078, 0.9106, -4.0207], [-5.1206, 2.7146, -3.2061], [-1.9922, -0.3544, -1.8849], [-2.3098, -0.6682, -3.0424], [-1.1122, -1.0113, -1.2283], [-2.4467, 2.5689, 2.2303], [-4.1288, 3.0598, 1.9732], [-2.8143, 4.0717, 1.3643], [-4.5702, 3.2877, -0.9304], [-3.4406, 0.2183, -3.6974], [1.0702, 2.8338, -3.7900], [1.0652, 2.5885, -2.4442], [0.7088, 1.3230, -1.9461], [0.7216, 1.0767, -0.6502], [1.0988, 2.0571, 0.1805], [1.4675, 3.2834, -0.3282], [1.4505, 3.5627, -1.6298], [0.4957, 2.2554, -4.3787], [1.1336, 3.8038, -4.0510], [0.4127, 0.5215, -2.6114], [1.0936, 1.8354, 1.2372], [1.7834, 4.0779, 0.3364]], "mulliken_charge": [-0.333, -0.374, 0.355, -0.533, -0.414, -0.766, -0.663, 0.722, -0.459, 0.500, -0.910, -1.037, 0.744, -0.356, 0.901, -0.848, -0.843, -0.516, -0.902, 0.260, 0.151, 0.466, 0.404, 0.413, 0.413, 0.390, 0.599, 0.156, 0.415, 0.538, 0.289, 0.394, 0.397, 0.421, 0.350, -1.303, 0.220, -0.105, 0.650, -0.215, -0.018, 0.494, -0.571, -0.648, 0.285, -0.890, -0.168, 0.178, 0.386, 0.330, 0.236, 0.442, -0.472, -0.086, -0.414, 1.397, -0.653, -0.709, -0.620, 0.234, 0.278, 0.418, 0.594, 0.409], "lumo_ev": [-0.5, -0.2], "e_homo_ev": [-7.869, -7.704], "gap_ev": [7.4, 7.5], "multiplicity": 2, "largest_force_ev_per_a": 0.7}

[4]
{"formula": "CH7N4OS", "method": "ωB97M-V with the def2-TZVPD basis set", "elements": ["C", "N", "N", "N", "N", "O", "S", "H", "H", "H", "H", "H", "H", "H"], "xyz": [[-1.0049, 0.8899, -0.1344], [-2.2003, 0.7486, 0.3175], [-0.2914, -0.3293, -0.3754], [-0.3032, 2.0605, -0.2799], [-2.5273, -0.5111, 0.3930], [2.1910, -1.0563, 0.1728], [-1.1714, -1.6458, 0.1496], [2.1317, -1.8073, 0.7940], [0.7035, -0.5261, -0.3099], [-0.9504, 2.8035, -0.3172], [0.6209, 1.9146, -0.6304], [2.7339, -0.3827, 0.6228], [-2.9245, -0.8095, 1.2569], [-1.3398, -2.4513, -1.0078]], "mulliken_charge": [0.509, -0.446, -0.216, -0.382, -0.086, -0.715, 0.152, 0.345, 0.426, 0.267, 0.221, 0.356, 0.305, 0.263], "lumo_ev": -5.0, "e_homo_ev": -12.715, "total_charge": 1, "gap_ev": 7.8, "largest_force_ev_per_a": 4.9}